Entry from the OMol25 dataset: a structure of composition C13H15BMgN3O2S4Sb (ωB97M-V with the def2-TZVPD basis set).

Last column: Mulliken charge in e.
Positions of all 40 atoms, in Å:
Mg 0.544 1.718 -0.848  0.499
O -2.425 -2.618 3.832  -0.523
C -3.144 -1.539 3.221  -0.579
C -2.235 -0.738 2.340  0.870
C -2.408 0.666 2.248  -1.066
C -1.584 1.370 1.403  -0.167
N -0.615 0.810 0.652  -0.320
C -0.444 -0.569 0.722  0.551
C -1.266 -1.340 1.590  -0.740
C 0.542 -1.130 -0.136  0.468
C 0.965 -2.484 -0.075  -0.698
C 1.943 -2.943 -0.920  0.901
C 2.421 -4.368 -0.833  -0.655
O 2.584 -4.834 0.514  -0.535
C 2.522 -2.052 -1.850  -1.042
C 2.085 -0.744 -1.871  -0.139
N 1.122 -0.270 -1.059  -0.293
H -3.049 -3.144 4.336  0.287
H -3.574 -0.884 3.979  0.336
H -3.966 -1.940 2.622  0.240
H -3.175 1.180 2.817  0.358
H -1.695 2.445 1.313  0.251
H -1.141 -2.414 1.653  0.305
H 0.535 -3.156 0.655  0.433
H 3.359 -4.465 -1.381  0.303
H 1.699 -5.043 -1.292  0.257
H 2.870 -4.079 1.036  0.347
H 3.299 -2.375 -2.535  0.361
H 2.520 -0.034 -2.568  0.181
S 2.356 4.956 -5.918  -0.698
Sb 3.402 3.643 -4.352  0.587
S 2.728 2.768 -0.686  -0.514
S 2.420 4.266 -2.073  -0.265
S 3.243 1.411 -4.894  -0.693
B -2.372 5.027 -0.035  0.052
C -1.469 3.968 -0.789  0.311
N -0.837 3.144 -1.291  -0.532
H -2.294 6.107 -0.585  -0.145
H -3.515 4.599 -0.052  -0.162
H -1.949 5.085 1.108  -0.135

Calculated values
Molar mass = 530.4 g mol⁻¹
Strongest force on any atom = 0.6 eV/A
Net charge = -2
Energy relative to the best compared isomer or geometry (same formula, charge and spin) = 176.27 kJ/mol
Energy = -2877.2731 Eh
E_HOMO (alpha / beta) = -1.39 / -0.81 eV
Lowest unoccupied orbital energy (alpha / beta) = 3.676 / 3.703 eV

Entry from the OMol25 dataset: a structure of composition C13H15Br4CsN4O9P2 at a distorted geometry (ωB97M-V with the def2-TZVPD basis set).

Last column: Mulliken charge in e.
Positions of all 48 atoms, in Å:
Cs 0.592 -1.370 -1.477  1.438
Br 3.010 -5.006 -7.408  -0.245
C 2.134 -3.696 -6.340  0.112
C 1.039 -3.030 -6.806  0.136
Br 0.347 -3.383 -8.542  -0.242
C 0.406 -2.068 -5.991  -0.299
Br -1.128 -1.120 -6.586  -0.226
C 0.830 -1.755 -4.695  0.652
O 0.233 -0.912 -3.954  -1.042
C 2.052 -2.483 -4.185  0.494
O 2.486 -2.221 -3.022  -1.001
C 2.623 -3.418 -5.046  -0.285
Br 4.154 -4.313 -4.353  -0.231
N 1.362 -2.528 2.677  -0.214
C -0.080 -2.048 2.617  0.728
C -0.747 -2.238 3.962  -1.918
P 0.129 -0.246 2.148  0.642
O -1.344 0.123 1.646  -0.498
O 0.453 0.554 3.356  -0.780
O 1.126 -0.384 1.032  -0.870
P -0.822 -3.135 1.233  0.804
O -1.915 -4.056 1.983  -0.548
O 0.338 -3.994 0.853  -0.848
O -1.535 -2.244 0.266  -0.876
H 1.951 -1.780 2.285  0.308
H 1.394 -3.350 2.010  0.410
H 1.633 -2.770 3.625  0.305
H -0.199 -1.697 4.738  0.471
H -0.858 -3.291 4.235  0.467
H -1.748 -1.809 3.925  0.354
H -1.607 -0.465 0.910  0.421
H -2.795 -3.816 1.684  0.321
C -2.635 6.375 1.587  -1.054
N -1.576 5.402 1.463  0.093
C -1.358 4.489 2.467  -0.240
C -0.372 3.587 2.381  -0.547
C 0.399 3.614 1.148  0.907
N 0.206 4.471 0.182  -0.716
C -0.765 5.442 0.326  0.467
O -0.945 6.310 -0.514  -0.687
N 1.372 2.689 1.045  -0.348
H -2.291 7.291 2.079  0.270
H -3.449 5.935 2.164  0.361
H -2.988 6.646 0.595  0.343
H -2.049 4.547 3.298  0.344
H -0.220 2.808 3.112  0.436
H 1.409 1.949 1.731  0.156
H 1.748 2.397 0.157  0.276

Calculated values
Molar mass = 885.8 g mol⁻¹
Strongest force on any atom = 1.2 eV/A
Net charge = -2
Energy relative to the best compared isomer or geometry (same formula, charge and spin) = 64.38 kJ/mol
Energy = -12399.8678 Eh
E_HOMO = -0.57 eV
Lowest unoccupied orbital energy = 3.407 eV

Entry from the OMol25 dataset: the molecule C13H15BrFN3O at a distorted geometry (ωB97M-V with the def2-TZVPD basis set).

Last column: Mulliken charge in e.
Positions of all 34 atoms, in Å:
O 0.527 2.658 0.436  -0.600
F 3.199 -4.155 -3.496  -0.303
Br -0.072 -4.359 -3.988  -0.180
N -0.984 2.759 4.375  -0.773
C 0.226 1.724 1.124  0.169
C -0.440 2.948 3.222  0.443
C 3.030 -2.282 -1.954  -0.985
C 2.209 -1.253 -1.374  -0.324
C 0.384 -1.962 -2.557  0.524
C 2.447 -3.176 -2.858  0.749
C 1.036 -3.024 -3.105  -0.376
C 0.912 -1.112 -1.651  -1.093
N -0.226 4.236 2.980  -0.468
N -0.258 1.860 2.410  -0.127
C -2.288 0.632 0.028  -1.623
C -1.425 -1.648 -0.046  -1.997
C -1.056 -0.187 -0.084  1.675
C 0.301 0.252 0.532  -0.509
C 0.146 0.095 -0.973  -0.269
H -1.222 3.675 4.811  0.247
H 4.052 -2.246 -1.786  0.446
H 2.590 -0.542 -0.745  0.667
H -0.582 -1.668 -3.014  0.476
H -0.035 4.376 2.000  0.266
H 0.183 4.691 3.721  0.211
H -0.917 1.121 2.615  0.311
H -2.051 1.704 -0.084  0.354
H -2.744 0.413 1.022  0.311
H -2.930 0.221 -0.758  0.489
H -2.021 -1.790 0.802  0.607
H -0.558 -2.268 -0.012  0.380
H -2.143 -1.988 -0.833  0.343
H 0.878 -0.565 0.985  0.529
H -0.170 0.861 -1.742  0.432

Calculated values
Molar mass = 328.2 g mol⁻¹
Strongest force on any atom = 5.1 eV/A
Net charge = 0
Energy = -3417.6807 Eh
E_HOMO = -9.05 eV
Lowest unoccupied orbital energy = 0.482 eV
SMILES = [H]/N=C(\N)NC(=O)[C@@H]1[C@@H](c2ccc(F)c(Br)c2)C1(C)C

Entry from the OMol25 dataset: a structure of composition C13H15ClCoN5O2S (ωB97M-V with the def2-TZVPD basis set).

Last column: Mulliken charge in e.
Positions of all 38 atoms, in Å:
Co -0.593 -0.118 -0.083  -0.671
C -0.006 -0.110 4.049  -1.487
C -0.138 -0.408 2.604  0.411
N 0.026 0.449 1.647  0.625
O 0.215 1.763 2.027  -0.434
C -0.510 -1.742 2.119  0.703
C -0.606 -2.982 2.936  -1.487
N -0.723 -1.703 0.842  0.766
O -1.084 -2.544 0.013  -0.589
H 0.298 0.916 4.224  0.416
H 0.723 -0.789 4.493  0.356
H -0.963 -0.296 4.542  0.362
H 0.668 2.202 1.294  0.354
H -1.536 -2.993 3.508  0.320
H 0.224 -3.045 3.638  0.391
H -0.593 -3.856 2.289  0.414
Cl 4.746 0.868 -1.061  -0.158
C 3.400 -0.155 -1.345  -0.063
C 3.495 -1.267 -2.176  -0.127
C 2.369 -2.049 -2.355  -0.757
C 1.190 -1.714 -1.710  -0.114
N 1.106 -0.638 -0.917  0.219
C 2.193 0.125 -0.732  -0.333
H 4.432 -1.506 -2.660  0.478
H 2.396 -2.926 -2.986  0.427
H 0.296 -2.313 -1.812  0.493
H 2.105 0.974 -0.067  0.458
S -2.760 0.439 0.336  -0.313
C -2.396 1.487 -0.942  0.318
N -3.233 2.346 -1.564  0.035
C -2.825 3.119 -2.599  -0.026
C -1.533 3.043 -3.035  -0.991
C -0.682 2.153 -2.368  0.454
N -1.100 1.411 -1.359  -0.115
H -4.195 2.403 -1.243  0.312
H -3.572 3.771 -3.031  0.434
H -1.188 3.645 -3.860  0.434
H 0.356 2.040 -2.657  0.483

Calculated values
Molar mass = 399.7 g mol⁻¹
Strongest force on any atom = 0.7 eV/A
Net charge = +2
Energy relative to the best compared isomer or geometry (same formula, charge and spin) = 38.88 kJ/mol
Energy = -3169.1511 Eh
E_HOMO (alpha / beta) = -15.36 / -15.53 eV
Lowest unoccupied orbital energy (alpha / beta) = -8.101 / -7.618 eV

Question: Among the records above, which one has the lowest energy?
Answer: C13H15Br4CsN4O9P2

Question: The highest energy belongs to which entry?
Answer: C13H15BMgN3O2S4Sb